Density functional theory data (ωB97M-V/def2-TZVPD) for a cluster of 2 separate species, C5H6N2 in total at a distorted geometry.

XYZ file:
```
13
Properties=species:S:1:pos:R:3:forces:R:3
C 0.15963 0.62889 -1.74455 0.6 0.9 -0.8
C -1.78508 -0.55976 0.96393 -1.1 -1.7 8.0
C 2.21250 1.02848 0.70644 0.0 -0.3 -0.1
C -1.57153 -0.26556 -0.31194 2.3 2.2 -9.0
C 1.87680 -0.05984 0.34399 1.0 0.3 0.7
N 0.84539 0.83874 -2.71286 0.4 -0.5 -1.1
N -0.36958 0.20598 -0.74997 -3.3 -1.4 2.0
H -2.73862 -0.93459 1.29884 0.0 0.0 0.0
H -1.01824 -0.41442 1.70575 0.1 0.0 0.1
H 2.42608 2.01642 0.99619 0.2 0.4 0.2
H 1.38799 1.64207 -2.95797 -0.1 0.4 0.1
H -2.33746 -0.42163 -1.06842 0.1 0.1 0.1
H 1.67797 -1.05475 0.08203 -0.2 -0.5 -0.2
```
Forces are in eV/Å.

As for the expectation value of S²: 2.0123. The HOMO energy (alpha / beta) comes out at -5.0 / -9.5 eV. The net charge is 0. The lowest unoccupied orbital energy (alpha / beta) comes out at 0.0345 / -0.0797 hartree. The spin multiplicity is 3. The HOMO-LUMO gap (alpha / beta) is 5.9075 / 7.3702 eV. The value obtained for the energy relative to the best compared isomer or geometry (same formula, charge and spin) is 82.4 kcal per mole. As for the largest force on an atom: 9.52 eV/Å.